Entry 1:
73
Properties=species:S:1:pos:R:3:forces:R:3:mulliken_spin:R:1 method="wB97M-V/def2-TZVPD" e_above_lowest_kcal_mol=2.4 energy_ev=-119171.3752 gap_ha="0.2382 / 0.2389" charge=+1 spin_multiplicity=3 lumo_ev="-2.886 / -2.865"
O 13.3115 9.2316 17.2236 -0.26 0.03 1.07 0.023
N 14.0381 5.7561 18.6114 1.24 2.16 -0.74 -0.001
H 12.8808 4.3504 15.3845 0.03 -0.32 -0.26 0.000
C 17.2166 10.5750 15.8850 -0.33 -0.25 -4.30 0.003
H 20.6453 10.5012 10.9076 -0.10 0.06 0.93 0.000
C 20.0442 9.6919 7.1757 2.56 -0.49 -2.41 0.000
H 24.2660 9.6373 7.5785 0.48 -0.68 0.99 0.000
H 10.6896 6.6823 17.8535 0.98 -0.29 0.58 0.000
O 11.9440 8.8014 19.3188 0.12 1.62 0.97 0.001
C 21.5336 10.2310 9.0456 1.61 -0.25 -1.77 0.000
C 9.9621 12.5240 14.6469 0.03 -1.81 -0.04 0.003
C 17.6746 10.6861 14.5232 -0.49 0.55 2.09 -0.003
C 15.4699 9.9001 13.8401 0.52 -0.10 0.52 0.002
C 16.7864 10.3484 13.4976 -1.02 -0.55 1.46 0.004
C 21.3713 9.9875 7.6482 -0.50 -0.34 1.15 0.000
H 13.7447 4.8514 18.8790 -0.59 -1.04 0.83 0.000
N 16.8234 10.0933 9.9956 -0.02 0.24 -2.44 0.000
H 18.0034 9.5916 7.6397 -0.79 -0.34 -0.39 0.000
C 12.4174 9.5447 11.0393 -0.92 1.12 -0.88 0.004
C 9.6180 10.0659 16.2270 -0.46 -1.01 1.41 0.001
O 12.5447 4.8640 16.1224 0.69 1.04 -0.22 0.001
Ni 13.1579 9.1130 15.1596 -0.35 0.15 1.50 1.745
C 11.4334 12.3137 17.1465 0.18 -0.01 0.50 0.000
C 19.2119 10.0502 9.3691 0.15 0.34 -0.83 0.000
H 15.5070 9.9860 17.0918 0.29 0.14 -0.10 0.001
O 11.9019 10.6840 14.9862 -0.52 0.58 0.99 0.018
N 13.2939 9.0857 13.2234 -1.47 0.96 -2.65 0.070
C 14.4949 9.5775 12.8034 -0.89 -0.44 0.03 0.004
H 8.8890 12.5278 14.8044 -0.22 0.62 0.60 0.000
C 23.6999 10.4634 7.2277 -0.73 0.24 -0.72 0.000
O 12.4419 7.2762 15.2229 0.89 -1.19 1.06 0.032
H 11.3810 5.0968 18.3000 0.07 0.72 0.02 0.000
O 14.7878 6.2532 16.0320 -2.10 0.16 -0.13 0.000
H 18.6574 11.1495 14.2899 -0.76 -0.71 0.14 0.000
C 11.5112 6.1943 18.4472 -0.17 -0.97 -0.85 0.000
H 22.4887 10.3662 9.5306 0.36 0.03 -0.53 0.000
C 18.1483 10.2451 10.2814 -0.69 0.57 2.23 0.000
H 23.5976 11.2844 7.9665 0.14 -0.51 -0.63 0.000
H 11.3772 6.4072 19.5017 -0.08 0.18 0.08 0.000
C 12.2312 9.1165 12.3367 2.12 -0.24 1.87 -0.001
C 18.9879 9.7330 7.9981 0.43 0.84 2.84 0.000
O 22.4162 9.9443 6.7912 -0.33 0.54 0.11 0.000
H 19.8924 9.3551 6.1156 0.42 0.63 1.06 0.000
P 10.7881 11.3231 15.8338 0.59 0.77 -3.53 0.005
H 9.9698 11.9131 13.6951 0.69 1.08 0.64 0.000
H 9.1461 9.5714 15.3473 0.68 0.46 0.53 0.000
H 10.7334 12.6559 17.8875 -0.53 0.04 0.22 0.000
C 13.6538 9.7931 10.4898 1.84 -0.79 0.12 -0.006
O 14.4889 8.3064 19.3901 -0.49 0.46 -0.19 0.004
C 17.1252 10.3384 12.1356 -2.26 0.17 -1.47 -0.001
H 14.6008 6.3235 19.3050 -1.22 -0.31 0.00 0.000
H 10.2399 9.3491 16.8218 -0.56 0.11 -0.60 -0.001
N 15.0467 9.7702 15.1369 1.84 0.99 -1.38 0.060
C 12.9096 6.6309 17.9621 0.26 0.56 0.31 0.001
C 16.1125 10.1330 11.1419 1.07 -0.20 1.99 -0.001
H 8.8225 10.3862 16.9167 0.18 0.11 -0.29 0.000
P 13.2794 8.4399 18.5246 1.04 -1.87 -1.98 0.008
H 12.2676 11.8451 17.6409 0.25 -0.49 0.14 0.000
H 17.8577 10.8517 16.6478 0.91 0.40 1.56 0.000
H 11.5054 9.9127 10.5600 0.27 -0.92 -0.54 0.000
H 11.8275 13.1813 16.6456 0.19 0.44 -0.24 0.000
N 18.3337 10.4969 11.6047 0.31 -0.88 -1.96 0.000
C 15.9225 10.1232 16.0946 -1.16 -0.72 0.52 0.006
H 14.7806 5.6147 17.8921 -0.55 0.15 -0.40 0.000
H 24.2362 10.7515 6.3161 -0.45 0.42 0.21 0.000
H 10.4213 13.5332 14.6165 -0.32 -0.84 -0.23 0.000
C 20.4908 10.2627 9.8915 -1.79 -0.20 -1.19 0.000
H 13.8248 9.8590 9.3487 -0.38 0.42 2.17 0.000
H 12.1235 9.6406 19.8277 -0.45 -1.20 -0.47 -0.001
H 16.4450 10.1784 9.0309 0.46 -0.41 1.30 0.000
C 14.7642 9.7846 11.4356 -0.79 0.56 -1.30 0.008
H 11.2183 8.8040 12.6320 0.83 0.17 0.41 0.002
P 13.2720 6.3516 16.1299 0.01 -0.51 0.51 0.008


Entry 2:
79
Properties=species:S:1:pos:R:3:forces:R:3:mulliken_spin:R:1 method="wB97M-V/def2-TZVPD" e_above_lowest_kcal_mol=69.0 energy_ev=-263767.0568 gap_ha="0.2460 / 0.1752" spin_multiplicity=5 lumo_ev="-1.001 / -3.050"
P -0.4284 -1.9601 -2.4158 0.09 -0.51 0.15 -0.040
Se -1.5485 -1.1495 -4.1067 -0.17 0.11 -0.09 0.917
H -4.8193 2.7807 2.8400 -0.01 0.02 0.01 0.000
H 4.8733 -2.3033 -4.2334 -0.03 0.00 0.02 0.000
C 1.6489 -3.1950 -3.7440 0.03 0.08 0.10 -0.008
H -0.3981 -6.7346 -1.0724 -0.01 0.03 0.00 0.000
O -0.2204 2.5633 -0.7032 -0.26 0.36 -0.21 -0.046
C 2.3272 -0.0603 0.7689 0.08 0.14 -0.15 0.002
N -1.4977 0.4970 0.4067 0.02 -0.50 -0.01 0.024
H 5.7143 1.5186 -0.1876 -0.04 -0.02 0.00 0.000
C 3.8574 -2.2580 -3.8605 0.01 0.00 -0.01 0.002
Cr -1.8218 2.5181 0.3366 -0.03 1.70 -0.34 2.945
H -2.8357 5.0413 -2.8443 -0.01 0.06 0.00 0.002
C -3.6114 4.5529 4.2479 -0.15 -0.17 -0.06 -0.001
H -2.8157 -6.7433 -0.5775 0.01 0.03 -0.01 0.000
Cl 0.5244 5.7707 2.9113 -0.12 -0.06 0.05 0.000
H -0.3710 -2.2683 3.4723 -0.01 -0.01 -0.01 0.000
C 2.3623 1.2271 0.2199 0.01 -0.16 0.04 0.000
C -0.7797 -0.7401 -1.1968 -0.12 -0.12 -0.28 0.012
N -1.8785 4.7281 -2.9534 0.13 -0.02 0.13 -0.008
Cl -3.6119 6.2664 6.3413 0.08 -0.07 -0.15 0.000
H 3.4832 -1.7467 1.4423 0.02 -0.02 0.00 0.000
H 0.6973 -4.6751 -1.8512 -0.01 0.01 -0.04 -0.001
C 2.1643 -1.1280 -2.5825 0.07 -0.04 0.00 0.004
O -1.1476 3.7524 1.6615 0.15 -0.25 -0.09 -0.008
C 0.7771 -2.3814 1.6729 -0.05 -0.12 -0.22 -0.002
C 3.5815 1.7813 -0.1351 0.07 -0.03 -0.03 0.000
H 0.9327 -3.9492 -4.0449 0.00 -0.02 0.02 -0.007
C -3.0362 3.9422 3.1087 -0.16 0.01 0.01 0.026
H -1.8944 3.8902 -3.5236 -0.11 -0.05 0.00 0.000
C 4.7238 -0.2028 0.6196 -0.07 -0.05 0.00 0.000
C -2.3399 -5.8369 -0.9312 -0.02 0.02 -0.01 -0.001
C 2.9493 -3.2524 -4.2130 0.01 0.06 0.03 0.007
H 0.0364 5.0947 -0.2082 -0.08 0.03 0.06 0.000
C -1.6380 5.8830 4.5022 -0.01 0.12 0.14 0.002
C 0.0464 -4.3104 2.9088 0.02 0.00 -0.02 0.000
C 0.0967 -2.9309 2.7540 0.09 -0.11 0.02 -0.001
C 3.5052 -0.7713 0.9749 0.06 0.07 0.01 -0.001
H 1.8796 -5.2414 0.2135 -0.03 0.04 0.05 0.000
C -0.3666 -4.6752 -1.6649 -0.10 -0.01 -0.02 -0.006
H 1.9238 -2.7941 -0.1066 0.00 -0.02 0.04 0.002
H -4.1494 -4.6753 -0.8637 0.03 0.00 -0.01 0.000
N -2.3144 0.6438 -0.6402 0.24 -0.54 0.01 0.044
C -3.0922 -4.6773 -1.0954 0.03 0.00 0.01 0.000
C 0.6870 -5.1405 1.9971 -0.01 0.04 0.05 0.000
P 0.7443 -0.5841 1.4490 -0.11 0.09 0.11 -0.010
C -1.1193 -3.5202 -1.8446 -0.09 -0.08 -0.08 0.002
H -0.4849 -4.7368 3.7512 0.02 0.02 -0.03 0.000
N -1.9007 -0.1031 -1.6216 0.24 0.24 0.35 0.043
H 3.6113 2.7794 -0.5552 -0.02 -0.03 0.02 0.000
H 1.8444 -0.2818 -1.9895 0.03 0.05 0.07 0.000
C 3.4656 -1.1954 -3.0592 -0.01 -0.02 0.01 0.001
H 4.1638 -0.4093 -2.8078 0.02 0.01 0.02 0.000
C -0.9841 -5.8346 -1.2129 0.00 0.02 -0.03 0.001
H -4.6008 4.2517 4.5734 0.03 0.02 -0.05 0.000
H 0.6560 -6.2156 2.1278 0.01 0.03 0.01 0.000
C -1.3967 4.3359 -1.6392 -0.11 0.22 0.14 0.001
C -0.5060 -0.3489 0.1140 -0.17 0.12 0.29 -0.001
Se 0.2885 0.5272 3.1665 -0.14 -0.15 -0.12 0.003
C -0.6148 5.4866 -0.9849 0.03 -0.04 0.00 0.010
C 4.7613 1.0703 0.0696 -0.04 0.03 -0.05 0.000
C -2.4883 -3.5218 -1.5559 0.04 -0.06 0.01 0.007
C 1.3691 -4.5944 0.9186 0.07 0.05 0.10 -0.001
O -0.4401 3.3078 -1.9252 -0.08 -0.26 0.20 0.017
I -1.8395 6.9720 -0.0530 -0.04 -0.10 -0.09 0.000
H -1.0980 6.6503 5.0423 -0.02 -0.04 -0.01 0.000
C -1.0633 5.2984 3.4141 0.10 -0.03 -0.05 0.001
H 1.4433 1.7942 0.0803 0.16 -0.01 -0.06 0.015
H -3.0750 -2.6202 -1.6893 0.01 0.00 -0.01 -0.003
C 1.4000 -3.2184 0.7454 0.01 0.01 0.02 0.002
H 5.6434 -0.7498 0.7893 -0.04 0.01 0.01 0.000
O -2.3960 3.8519 -0.8264 0.10 -0.24 -0.01 0.004
O -3.5343 2.3710 1.3806 0.00 -0.10 -0.01 -0.012
C 1.2692 -2.1458 -2.8968 0.15 0.01 -0.21 0.017
C -2.9261 5.5017 4.9288 0.15 0.22 0.17 0.004
C -1.7357 4.2859 2.6591 0.07 0.06 0.06 0.007
H -0.0558 6.0207 -1.7435 0.10 -0.05 -0.01 0.000
C -3.8296 2.9886 2.4123 -0.04 0.00 0.06 0.030
H 3.2539 -4.0636 -4.8615 -0.01 0.02 0.01 0.000


Entry 3:
69
Properties=species:S:1:pos:R:3:forces:R:3:mulliken_spin:R:1 method="wB97M-V/def2-TZVPD" e_above_lowest_kcal_mol=2.9 energy_ev=-117364.9935 gap_ha="0.3223 / 0.1934" charge=+2 spin_multiplicity=5 lumo_ev="-5.335 / -9.179"
H 1.0202 2.0335 -3.7758 -0.19 0.35 -0.01 -0.010
H -2.9820 3.7663 3.6675 0.26 -0.07 -0.07 0.000
C -1.7660 -1.1725 1.8784 0.24 -0.16 -0.21 0.132
O 1.9848 -0.2307 -4.6391 -2.66 -0.07 -1.60 0.004
C -0.4991 1.8149 2.3787 -0.21 0.00 -0.34 0.072
C 0.1800 2.6026 -3.3539 0.16 -0.45 -0.58 0.036
H -2.1583 -3.6481 4.1824 -0.13 0.24 -0.35 0.001
C -4.0958 -1.7927 2.0572 0.34 -0.02 0.10 0.002
H 2.1894 2.4160 -0.8499 -0.21 0.25 0.05 0.004
H 3.5349 -1.3805 4.3615 -0.04 0.13 -0.50 0.001
H 1.4069 -2.2023 -3.3228 -0.29 -0.39 0.07 -0.002
H 1.2889 -2.8098 0.6250 0.02 -0.12 -0.26 -0.003
H -0.3225 -2.3269 -3.7263 0.45 -0.55 0.30 -0.004
H 1.1650 -4.1048 -0.6106 0.00 0.45 -0.01 0.005
C -1.5324 3.1386 -1.2218 -0.24 -0.62 0.15 0.028
C -1.4081 -3.2653 -1.0490 -0.45 0.42 0.16 0.018
C 4.3675 -0.9605 2.3865 -0.20 0.07 0.16 -0.002
H 0.5137 -3.7798 -3.0669 0.14 0.30 0.05 0.007
C 2.0253 -0.7048 2.9685 -0.07 -0.29 0.33 -0.027
C -1.4252 -2.1122 2.8543 0.06 -0.19 0.00 -0.006
H 2.2957 -2.7299 -0.8438 -0.32 -0.08 0.19 0.005
C -2.4257 -2.9216 3.4092 -0.01 0.20 -0.14 0.004
C 0.3908 3.4095 3.9864 -0.20 -0.20 -0.19 -0.003
Co -0.4915 -0.0391 -1.4839 -2.49 -0.57 -1.78 2.919
Cl -0.6834 -0.2498 -4.7225 0.43 0.30 -0.17 0.026
H 5.3862 -1.2468 2.6629 -0.39 0.14 -0.11 0.000
C 1.7503 -0.3022 1.6593 -0.39 -0.12 -0.47 0.065
H -0.3874 -2.2317 3.1748 -0.36 -0.02 -0.06 0.003
H 2.5821 0.2254 -0.2636 0.13 -0.13 0.11 0.059
C 2.7904 -0.1413 0.7422 0.08 -0.30 0.08 -0.004
Sb -0.2825 0.1297 0.9842 0.51 0.85 4.42 0.137
H 1.3289 3.9577 -1.1441 -0.12 -0.39 0.16 0.002
H 0.3719 0.4996 -7.2446 -0.19 -0.24 0.01 0.000
H -1.0340 4.7792 4.8707 0.03 -0.35 -0.30 0.001
C -3.7567 -2.7758 2.9954 0.09 0.29 0.13 0.003
C 1.3093 -3.0236 -0.4521 0.49 0.36 0.53 0.000
H -2.2193 -3.0380 -1.7520 0.15 -0.12 0.21 0.002
Cl -2.6137 -0.0697 -1.9509 0.77 -0.08 0.32 0.375
H 1.9818 -0.2042 -7.3220 0.19 -0.02 0.32 0.000
C 0.9956 -0.3187 -6.8797 0.20 0.07 -0.26 -0.002
H -1.6560 3.2130 -0.1330 0.02 -0.01 -0.27 -0.003
H -3.3447 -0.3045 0.6835 -0.04 -0.15 0.32 0.007
H -1.0411 -4.2890 -1.2085 -0.14 0.32 0.06 0.004
C 0.5824 2.3568 3.0803 0.37 0.03 -0.05 -0.001
C 4.1002 -0.4761 1.1017 -0.13 0.11 0.08 0.010
P -0.0974 2.0650 -1.6486 0.75 4.62 -0.01 0.080
H 4.9011 -0.3438 0.3697 -0.22 -0.11 0.32 0.001
C 1.0329 -0.2714 -5.3935 2.15 0.16 1.30 0.007
H 0.5957 -1.2824 -7.2082 -0.22 0.19 0.08 0.001
H -2.4349 2.6996 -1.6660 0.17 0.30 0.14 0.001
H -1.3423 4.1354 -1.6474 0.01 -0.35 0.16 0.003
C -3.0903 -1.0119 1.4763 -0.14 -0.03 -0.12 -0.013
P -0.0004 -2.1503 -1.3724 1.01 -3.93 -0.28 -0.021
H 1.2301 -0.7525 3.7254 0.37 0.00 -0.38 0.000
H 0.3881 3.6788 -3.3661 0.01 -0.23 0.06 0.015
C 0.4584 -2.6835 -3.0341 -0.21 0.37 -0.74 0.029
H 1.2430 3.7900 4.5535 -0.28 -0.08 -0.25 0.000
H -2.6412 1.8829 2.0962 0.18 0.18 0.20 -0.002
C -0.8860 3.9484 4.1736 0.01 -0.26 -0.03 0.015
H -4.5378 -3.3993 3.4398 0.31 0.23 -0.18 0.001
C -1.9744 3.3894 3.4944 0.20 -0.22 -0.08 -0.001
C 1.2312 2.9412 -0.7291 0.30 -0.40 0.05 0.019
C 3.3342 -1.0526 3.3349 -0.07 0.21 -0.39 0.006
H -0.7217 2.3951 -3.9460 0.29 0.10 0.16 -0.004
H -5.1339 -1.6087 1.7827 0.26 -0.20 0.01 0.000
H 0.9922 3.0059 0.3442 0.05 -0.03 -0.36 -0.007
H -1.7762 -3.1443 -0.0217 0.05 -0.11 -0.27 -0.003
H 1.5917 1.9581 2.9422 -0.34 0.18 0.04 0.002
C -1.7787 2.3213 2.6065 -0.31 0.28 0.03 0.008